No. 1
The following is a quantum chemistry calculation of C2H6S2 in the gas phase in a non-equilibrium geometry, from the Open Molecules 2025 dataset.

Values from the calculation:
Gap between HOMO and LUMO   8.82 eV
Energy above the lowest of the compared OMol25 structures with the same formula, charge and spin   12.0 kcal per mole
Molecular weight   94.20 u
SMILES   CSSC
Calculated total energy   -23841.2941 eV

Geometry (Å):
S  -0.97  0.46  0.61
S  0.91  0.77  -0.20
C  -1.20  -1.31  0.78
C  1.27  -0.54  -1.39
H  1.44  -0.15  -2.39
H  2.20  -0.98  -1.05
H  -0.26  -1.82  1.02
H  0.49  -1.28  -1.53
H  -1.70  -1.81  -0.05
H  -1.68  -1.45  1.74

***

No. 2
The following is a quantum chemistry calculation of a molecular structure, C2H7BClO6P in a non-equilibrium geometry, from the Open Molecules 2025 dataset.

Values from the calculation:
Gap between HOMO and LUMO   10.36 eV
Energy above the lowest of the compared OMol25 structures with the same formula, charge and spin   8.4 kcal per mole
Molecular weight   204.31 u
Calculated total energy   -36964.7464 eV

Geometry (Å):
Cl  3.64  0.48  0.82
P  1.68  -1.30  -0.11
O  -1.02  0.87  -1.11
O  0.63  -0.90  -1.22
O  1.88  -2.70  -0.12
O  1.14  1.34  -1.77
O  1.19  -0.78  1.28
O  3.04  -0.51  -0.42
C  -1.88  0.14  -0.22
C  -1.80  0.66  1.20
B  0.23  0.44  -1.33
H  0.55  -1.45  1.59
H  -2.88  0.33  -0.57
H  -1.74  -0.93  -0.29
H  0.69  1.95  -2.38
H  -2.61  1.35  1.39
H  -1.87  -0.16  1.89
H  -0.86  1.17  1.35

***

No. 3
The following is a quantum chemistry calculation of a molecular structure, C2H7BO2Tl in a non-equilibrium geometry, from the Open Molecules 2025 dataset.

Values from the calculation:
Gap between HOMO and LUMO   8.63 eV
Energy above the lowest of the compared OMol25 structures with the same formula, charge and spin   0.0 kcal per mole
Total charge   +1
Molecular weight   278.27 u
Calculated total energy   -11639.7184 eV

Geometry (Å):
Tl  -1.07  -0.84  0.03
O  -0.82  1.12  -0.58
O  0.59  -0.38  -1.21
C  0.25  0.82  -1.14
C  1.20  1.83  -1.75
B  -0.93  -1.78  2.13
H  1.31  2.75  -1.17
H  -1.76  -2.05  1.51
H  -1.05  -2.08  3.16
H  -0.78  -0.71  2.13
H  2.18  1.42  -1.99
H  -0.06  -2.21  1.66
H  0.94  2.11  -2.77

***

No. 4
The following is a quantum chemistry calculation of 2 unconnected molecules or ions with the total composition C2H7BrN in a non-equilibrium geometry, from the Open Molecules 2025 dataset.

Values from the calculation:
Gap between HOMO and LUMO   10.04 eV
Energy above the lowest of the compared OMol25 structures with the same formula, charge and spin   5.4 kcal per mole
Total charge   +1
Molecular weight   124.99 u
Calculated total energy   -73712.3508 eV

Geometry (Å):
Br  -2.74  -0.02  -0.03
N  0.33  1.43  -0.05
C  1.14  -0.93  0.06
C  0.37  0.23  0.40
H  1.93  -1.11  0.71
H  0.99  1.70  -0.76
H  1.45  -0.84  -1.02
H  -0.36  2.10  0.23
H  -3.43  -0.96  -0.81
H  0.61  -1.77  0.14
H  -0.30  0.17  1.14

***

No. 5
The following is a quantum chemistry calculation of a molecular structure, C2H7BrN2 in a non-equilibrium geometry, from the Open Molecules 2025 dataset.

Values from the calculation:
Gap between HOMO and LUMO (alpha / beta)   7.78 / 7.81 eV
Energy above the lowest of the compared OMol25 structures with the same formula, charge and spin   17.3 kcal per mole
Molecular weight   139.00 u
Calculated total energy   -75207.4674 eV

Geometry (Å):
Br  -2.63  -0.12  -0.01
N  0.48  -0.33  0.09
N  -0.34  0.50  -0.56
C  -0.13  1.84  -0.08
C  0.47  -1.78  -0.22
H  1.01  -2.23  0.60
H  -0.12  1.81  1.08
H  -0.77  2.52  -0.54
H  0.93  2.11  -0.19
H  0.62  -0.30  1.07
H  -0.55  -2.24  -0.14
H  1.04  -1.77  -1.09

***

No. 6
The following is a quantum chemistry calculation of 2 unconnected molecules or ions with the total composition C2H7BrNO in a non-equilibrium geometry, from the Open Molecules 2025 dataset.

Values from the calculation:
Gap between HOMO and LUMO   9.24 eV
Energy above the lowest of the compared OMol25 structures with the same formula, charge and spin   51.9 kcal per mole
Total charge   +1
Molecular weight   140.99 u
Calculated total energy   -75758.0902 eV

Geometry (Å):
Br  -0.60  -2.63  1.39
O  1.00  -3.11  -0.74
N  -0.94  1.13  0.45
C  0.55  -2.10  -0.11
C  0.40  1.52  -0.14
H  -1.68  1.40  -0.23
H  1.22  -2.93  -1.64
H  1.07  1.47  0.66
H  0.60  0.81  -0.92
H  -1.02  0.06  0.52
H  -1.01  1.75  1.33
H  0.42  2.62  -0.56

***

No. 7
The following is a quantum chemistry calculation of 3 unconnected molecules or ions with the total composition C2H7Cl2N2P in a non-equilibrium geometry, from the Open Molecules 2025 dataset.

Values from the calculation:
Gap between HOMO and LUMO   9.11 eV
Energy above the lowest of the compared OMol25 structures with the same formula, charge and spin   47.7 kcal per mole
Molecular weight   160.97 u
SMILES   [H]/N=P/Cl.C=NC.Cl
Calculated total energy   -39500.0995 eV

Geometry (Å):
Cl  -0.47  -2.80  0.76
Cl  -3.71  1.01  0.82
P  0.93  -2.09  -0.36
N  0.26  -2.10  -1.77
N  0.74  0.19  0.50
C  1.89  1.02  0.59
C  -0.41  0.53  0.22
H  2.52  0.55  1.27
H  1.54  2.07  0.92
H  -0.80  1.53  0.05
H  -1.23  -0.16  0.03
H  -4.52  1.26  -0.23
H  2.29  0.97  -0.36
H  0.96  -1.98  -2.43

***

No. 8
The following is a quantum chemistry calculation of C2H7ClNOPS in the gas phase in a non-equilibrium geometry, from the Open Molecules 2025 dataset.

Values from the calculation:
Gap between HOMO and LUMO   9.42 eV
Energy above the lowest of the compared OMol25 structures with the same formula, charge and spin   2.8 kcal per mole
Molecular weight   159.58 u
SMILES   CCO[P@@](N)(=S)Cl
Calculated total energy   -38373.1158 eV

Geometry (Å):
Cl  2.92  -1.41  0.60
S  1.59  1.82  -0.33
P  1.48  -0.18  -0.27
O  0.18  -0.80  0.60
N  1.16  -0.67  -1.78
C  -1.10  -0.31  0.24
C  -1.42  0.79  1.26
H  1.86  -0.29  -2.40
H  -1.81  -1.13  0.33
H  -1.75  0.57  2.17
H  -1.15  0.24  -0.72
H  -2.02  1.57  0.84
H  -0.46  1.28  1.35
H  0.52  -1.46  -1.89